No. 1
DFT (ωB97M-V with the def2-TZVPD basis set) results for C5H9F4INO5PS as an isolated structure.

```
27
Properties=species:S:1:pos:R:3:mulliken_charge:R:1
P 0.102 -0.434 -5.000 0.327
F -1.432 1.030 0.848 -0.257
C -1.726 0.095 1.747 0.959
S 0.777 2.038 -3.734 1.121
O 2.044 2.317 -4.309 -0.538
I -0.232 -0.199 -1.736 0.283
F 0.827 2.543 -2.262 -0.198
H 2.172 -0.535 -6.186 0.309
H 0.267 0.319 6.815 0.369
C -0.344 0.467 5.926 -1.095
C -0.688 0.098 2.891 0.305
O -1.136 -0.635 3.895 -0.312
C -0.257 -0.752 5.037 -0.220
C 1.722 -1.183 -5.432 -0.974
H -0.599 -1.644 5.557 0.312
O -0.398 2.572 -4.317 -0.517
H 1.588 -2.192 -5.820 0.336
F -1.702 -1.095 1.115 -0.264
H 0.760 -0.928 4.688 0.327
H 0.011 1.357 5.408 0.318
O 0.358 0.667 2.810 -0.498
H -0.168 -2.336 -3.898 0.310
O -0.700 -1.722 -4.421 -0.478
H 2.382 -1.184 -4.564 0.334
H -1.375 0.641 6.234 0.303
F -2.961 0.303 2.195 -0.255
N 0.707 0.392 -3.490 -0.308
```

Max |F|: 0.818 eV/Å
HOMO energy: -9.216 eV
Electronic energy: -2063.581580 Ha
Lowest unoccupied orbital energy: -0.0298 hartree

No. 2
DFT (ωB97M-V with the def2-TZVPD basis set) results for BrMn as an isolated structure in a non-equilibrium geometry.

```
2
Properties=species:S:1:pos:R:3:mulliken_charge:R:1
Mn 0.931 -1.270 1.103 1.137
Br -0.931 1.270 -1.103 -0.137
```

Max |F|: 1.733 eV/Å
HOMO energy (alpha / beta): -14.268 / -13.783 eV
2S+1: 6
Energy relative to the best compared isomer or geometry (same formula, charge and spin): 375.5 kJ/mol
Electronic energy: -3724.564147 Ha
Lowest unoccupied orbital energy (alpha / beta): -0.3474 / -0.3290 hartree
⟨S²⟩: 8.77
Total charge: +1

No. 3
DFT (ωB97M-V with the def2-TZVPD basis set) results for a 3-piece molecular cluster, C9H21Cl2N4O2 overall in a non-equilibrium geometry.

```
38
Properties=species:S:1:pos:R:3:mulliken_charge:R:1
H 0.154 -4.930 -2.215 0.251
C 0.398 -1.025 0.812 -1.194
C 3.295 3.786 3.908 -0.741
H -0.030 0.002 0.845 0.466
H -0.115 -1.621 1.604 0.354
C 2.865 -1.548 -0.004 -1.243
Cl -0.827 -4.361 -4.309 0.047
H -0.759 0.160 -1.500 0.496
H -4.182 2.016 -2.321 0.262
H 0.979 3.525 2.829 0.268
H -4.738 -0.938 -2.942 0.230
O 0.915 4.090 3.606 -0.498
H 2.961 -2.641 0.213 0.294
H 2.164 -1.355 2.060 0.328
N -0.763 -1.763 -2.593 -0.525
Cl 2.366 0.890 1.144 -0.200
H -5.376 1.006 -1.483 0.341
H 2.508 -1.383 -1.045 0.261
H 3.366 3.170 3.006 0.095
C -0.515 -0.918 -1.528 0.117
H 1.840 4.298 5.414 0.296
H -5.271 0.436 -3.925 0.298
H 4.069 3.470 4.610 0.314
H -3.640 0.662 -1.338 0.200
N 0.035 -1.582 -0.499 0.288
C 1.917 3.668 4.528 -0.216
C 1.948 -0.884 1.073 0.528
H 1.710 2.633 4.822 0.222
H 3.493 4.816 3.607 0.271
N 0.160 -2.880 -0.847 -0.235
O -3.260 0.091 -3.938 -0.487
C -4.428 0.995 -2.022 -0.883
C -0.310 -2.959 -2.133 0.551
C -4.501 0.090 -3.237 -0.174
H 3.868 -1.069 0.066 0.438
N -0.254 -4.153 -2.728 -0.258
H 0.541 -3.568 -0.207 0.252
H -2.582 -0.224 -3.331 0.186
```

Max |F|: 2.413 eV/Å
HOMO energy: -12.127 eV
Electronic energy: -1645.076391 Ha
Lowest unoccupied orbital energy: -0.1391 hartree
Total charge: +1

No. 4
DFT (ωB97M-V with the def2-TZVPD basis set) results for a 7-piece molecular cluster, C20H54O7 overall in a non-equilibrium geometry.

```
81
Properties=species:S:1:pos:R:3:mulliken_charge:R:1
H 3.925 24.171 0.818 0.205
H 5.189 23.263 3.291 0.042
H 4.099 16.861 6.922 0.345
O 1.703 16.529 5.923 -0.544
H 9.536 18.421 -0.559 0.262
H 6.286 26.027 -0.772 0.339
H 3.647 21.249 2.904 0.094
H 3.160 21.185 7.177 -0.083
H 8.103 24.906 2.425 0.458
H 4.031 22.155 8.335 0.288
C 6.766 26.209 1.366 0.470
H 2.083 23.745 6.655 0.696
H 3.101 22.645 0.696 0.230
C 7.503 17.835 6.578 -1.405
H 2.320 19.698 5.309 0.043
H 4.230 21.724 5.031 0.098
H 7.422 24.114 0.970 0.006
H 3.737 24.166 5.255 -0.369
H 4.759 18.899 3.072 0.277
H 8.073 17.118 5.986 0.363
H 9.905 19.617 -2.432 0.323
C 3.575 17.793 6.711 -0.881
H 3.153 18.134 7.656 0.351
H 5.521 23.141 -0.381 -0.503
H 5.555 23.671 -2.429 0.385
H 0.909 16.550 5.384 0.319
H 4.366 20.773 -0.711 0.221
H 8.726 20.027 0.818 0.173
C 8.368 19.898 5.357 -1.391
C 5.569 22.274 3.034 0.270
H 5.258 21.272 -2.083 0.280
O 4.739 23.901 -1.979 -0.751
C 7.158 19.128 5.856 1.408
H 8.036 17.913 7.526 0.368
C 4.655 21.059 3.273 0.049
H 7.520 17.397 -1.211 0.351
H 6.558 18.842 4.992 -0.080
C 5.215 19.789 2.640 -1.028
H 0.918 18.881 4.538 0.479
H 6.511 22.159 3.571 0.003
C 4.398 21.551 -1.474 -1.505
H 9.779 20.867 -0.240 0.444
C 3.124 22.122 7.732 -0.695
O 3.943 23.432 5.838 0.979
H 5.845 25.764 1.741 0.110
H 6.567 18.937 -1.420 0.203
H 2.967 17.388 4.663 0.028
H 8.892 19.342 4.580 0.299
C 6.527 26.771 -0.012 -1.449
C 2.491 17.629 5.613 0.610
H 4.269 18.611 6.516 0.147
C 3.533 23.450 0.101 -2.015
C 8.809 20.372 -0.213 -1.030
H 5.763 20.301 5.876 0.254
C 7.791 25.049 1.390 -1.311
O 8.983 19.373 -2.322 -0.543
H 6.970 18.258 0.134 0.274
H 3.590 21.447 -2.198 0.393
H 8.005 21.037 -0.529 0.172
H 8.643 25.385 0.799 0.379
H 2.296 22.061 8.439 0.412
H 6.290 19.732 2.811 0.073
H 4.982 19.895 1.580 -0.021
H 5.780 22.223 1.965 0.175
H 2.698 23.924 -0.415 0.538
C 4.580 23.002 -0.913 2.414
H 7.477 27.184 -0.351 0.422
C 1.592 18.891 5.394 -1.235
H 8.058 20.836 4.896 0.201
O 7.267 27.279 2.149 -0.284
C 8.750 19.057 -0.967 0.388
H 1.068 19.034 6.339 0.382
H 9.137 20.027 6.119 0.423
O 4.515 20.894 4.640 -0.755
H 6.561 17.314 6.749 0.183
H 3.391 24.177 7.686 0.168
H 7.691 26.904 2.924 0.251
O 6.380 20.037 6.563 -0.515
C 7.356 18.420 -0.873 -1.079
H 5.722 27.504 0.034 0.324
C 3.079 23.424 6.963 -1.368
```

Max |F|: 2.245 eV/Å
HOMO energy (alpha / beta): 0.480 / -7.419 eV
2S+1: 2
Energy relative to the best compared isomer or geometry (same formula, charge and spin): 0.0 kJ/mol
Electronic energy: -1320.994402 Ha
Lowest unoccupied orbital energy (alpha / beta): 0.0840 / 0.0809 hartree
⟨S²⟩: 0.75
Total charge: -1

No. 5
DFT (ωB97M-V with the def2-TZVPD basis set) results for an isolated molecule of C7H10N2O2S in a non-equilibrium geometry.

```
22
Properties=species:S:1:pos:R:3:mulliken_charge:R:1
H -1.484 0.942 2.044 0.346
H 1.104 1.097 -0.654 0.347
H -0.042 0.898 -1.986 0.318
C -0.659 0.622 1.402 -0.840
C 0.195 0.582 -0.970 -0.630
C 0.422 -0.928 -0.954 -0.461
H -0.483 -1.438 -1.289 0.319
O -2.160 -1.642 0.344 -0.604
N 2.461 0.320 3.345 -0.455
H 1.227 -1.188 -1.645 0.369
N -1.605 -1.677 1.416 1.136
H 0.826 -2.504 0.498 0.351
C -0.419 -0.860 1.610 0.168
H -1.130 2.051 -0.112 0.369
C 0.810 -1.421 0.414 -0.965
H 0.239 1.159 1.720 0.423
C -0.959 0.975 -0.054 -0.620
S 0.145 -1.305 3.296 -0.138
C 1.522 -0.337 3.316 0.449
H 1.727 -0.981 0.792 0.474
H -1.868 0.470 -0.384 0.351
O -1.954 -2.351 2.362 -0.705
```

Max |F|: 4.015 eV/Å
HOMO energy: -9.917 eV
Energy relative to the best compared isomer or geometry (same formula, charge and spin): 383.9 kJ/mol
Electronic energy: -930.792721 Ha
SMILES: N#CSC1([N+](=O)[O-])CCCCC1
Lowest unoccupied orbital energy: -0.0086 hartree